Model A:
17
Properties=species:S:1:pos:R:3 method="wB97M-V/def2-TZVPD" smiles=CNCO.O.O orbital_gap_ev=9.8 total_charge=0 e_lumo_ha=0.030 homo_energy_ev=-8.941
C -1.643 -0.458 -2.621
O 0.094 1.881 3.965
O 6.082 1.995 0.058
H -1.860 -1.577 1.581
H -1.463 0.614 -2.472
C -1.468 -1.225 -0.322
H -2.720 -1.915 -1.684
H 6.289 1.350 0.740
H -2.262 -0.648 -3.504
N -2.316 -1.022 -1.472
H -0.625 -0.869 -2.793
H -0.719 1.972 4.472
H -0.687 -0.455 -0.221
H -1.032 -2.236 -0.342
O -2.320 -1.165 0.844
H 5.855 1.458 -0.717
H 0.795 2.301 4.488


Model B:
17
Properties=species:S:1:pos:R:3 method="wB97M-V/def2-TZVPD" orbital_gap_ev=5.0 total_charge=0 e_lumo_ha=-0.144 homo_energy_ev=-8.858
H 0.791 0.055 0.777
H -2.175 1.533 1.947
C 0.955 0.980 0.167
O -1.348 1.187 1.586
H -0.048 -2.247 1.465
H -0.219 0.065 -1.893
C -0.898 0.329 -1.073
H -1.101 -0.492 -0.348
H 1.650 0.672 -0.643
O -0.141 -1.991 0.554
H 0.751 -1.831 0.120
H 2.027 -2.117 -1.508
O 1.658 -1.322 -1.097
H -0.899 1.817 0.469
N -0.272 1.388 -0.339
H 1.347 1.718 0.861
H -1.852 0.680 -1.463


Verdict on stability: model A comes out on top.


Model A:
17
Properties=species:S:1:pos:R:3 method="wB97M-V/def2-TZVPD" smiles=CNCO.O.O orbital_gap_ev=9.9 total_charge=0 e_lumo_ha=0.023 homo_energy_ev=-9.250
H 1.114 -0.774 1.819
H -0.362 1.530 -0.929
O 2.319 2.185 -0.406
H -2.000 -0.929 0.108
H 1.318 0.498 -0.064
H 2.124 2.659 0.404
H -0.371 0.151 1.470
H -1.029 -1.936 -0.961
C -1.475 -1.893 0.034
C 0.303 -0.655 1.097
N -0.443 -1.881 1.084
H -1.176 1.874 -2.159
H 0.171 -2.679 0.992
O -0.816 2.256 -1.369
H 1.798 2.547 -1.125
O 0.703 -0.239 -0.192
H -2.178 -2.714 0.199


Model B:
17
Properties=species:S:1:pos:R:3 method="wB97M-V/def2-TZVPD" orbital_gap_ev=7.7 total_charge=0 e_lumo_ha=-0.039 homo_energy_ev=-8.761
C -1.931 -1.166 0.260
H 3.726 0.142 0.079
H -1.908 -2.301 0.039
H 0.522 -2.110 0.652
H -2.769 -0.929 -0.388
O 1.359 0.953 -1.886
O -0.674 2.142 0.014
H 0.153 -0.685 1.773
H 0.595 0.642 -1.348
H -1.560 2.410 0.341
N -0.707 -0.451 -0.084
H -2.425 -0.915 1.234
O 2.796 0.053 0.381
H 2.295 0.326 -0.434
H 1.231 1.870 -1.681
C -0.046 -1.176 0.840
H -0.657 1.195 0.209


Verdict on stability: model A comes out on top.